[1]
150
Properties=species:S:1:pos:R:3:forces:R:3 method="wB97M-V/def2-TZVPD" de_lowest_kj_mol=207.8 smiles=COC[C@H](C)N.COC[C@H](C)N.COC[C@H](C)N.COC[C@H](C)N.COC[C@H](C)N.COC[C@H](C)N.COCCNCCOC.COCCNCCOC gap_ev=8.98 total_charge=0 homo_energy_ev=-8.50 lumo_energy_ev=0.482
C -2.09069 -0.62475 -4.95701 -0.22 -0.98 0.35
O -2.97734 0.38415 -4.56362 0.03 0.13 0.49
C -3.88461 0.88375 -5.51191 0.02 0.23 -0.82
C -4.98541 1.68270 -4.81884 0.61 0.05 1.37
C -4.44267 2.99426 -4.26213 -0.55 1.77 -0.88
N -5.56285 0.89796 -3.72705 -0.17 -1.05 -0.24
H -1.47437 -0.88465 -4.09341 0.18 0.43 0.01
H -1.43887 -0.39588 -5.80204 -0.14 0.27 -0.10
H -2.62759 -1.56581 -5.13411 -0.12 0.11 -0.50
H -3.32973 1.53877 -6.19480 -0.17 0.13 -0.10
H -4.34192 0.11199 -6.14383 0.13 -0.37 0.30
H -5.79252 1.85226 -5.53435 0.25 0.34 -0.23
H -5.21747 3.52511 -3.69743 0.02 -0.41 0.39
H -4.28211 3.74564 -5.05052 0.16 -0.39 -0.29
H -3.51143 3.01339 -3.69823 -0.10 -0.75 0.19
H -4.98361 0.09420 -3.52113 -0.02 0.09 0.09
H -5.72727 1.38458 -2.86119 0.11 0.36 -0.11
C -1.42444 -10.83254 -2.60898 1.10 0.84 0.43
O -2.43999 -10.93764 -1.64658 0.16 -0.41 -0.16
C -2.37465 -10.05503 -0.53613 -0.03 0.88 -1.54
C -2.78765 -8.61713 -0.98740 -0.40 -0.54 2.47
C -2.75059 -7.69502 0.26714 0.37 -0.17 -0.61
N -4.13176 -8.65004 -1.51733 0.42 1.00 -0.66
H -1.14488 -11.82376 -2.95467 -0.24 -0.02 -0.24
H -0.51732 -10.37852 -2.17824 0.04 -0.30 0.28
H -1.61515 -10.13307 -3.43014 -0.63 -0.34 -0.18
H -3.11536 -10.51517 0.11393 0.12 0.51 0.59
H -1.37212 -9.97820 -0.09841 0.06 -0.52 0.09
H -2.04833 -8.16392 -1.64877 -0.12 -0.45 -0.54
H -1.87986 -7.92809 0.88308 -0.01 -0.05 0.02
H -3.63290 -7.78263 0.90086 -0.10 -0.04 -0.11
H -2.62327 -6.66570 -0.06747 -0.26 0.10 0.17
H -4.22595 -9.36754 -2.22076 -0.26 -0.18 0.19
H -4.79166 -8.73457 -0.76043 -0.20 -0.30 -0.15
C -0.52199 0.24537 3.16660 -0.81 -0.78 1.80
O 0.83542 0.07272 3.51411 -0.14 0.34 0.16
C 1.35282 1.00589 4.44184 1.00 0.63 -0.16
C 2.75938 0.58535 4.92037 0.39 -0.48 -1.39
C 3.43926 1.68533 5.72553 -0.22 -0.34 0.16
N 3.53695 0.10188 3.75930 0.61 0.63 0.86
H -1.00675 1.17661 2.83971 1.39 0.35 -0.94
H -1.09647 0.18073 4.11130 -0.14 -0.83 -0.16
H -0.70180 -0.60052 2.50802 -0.60 0.19 -0.10
H 1.47573 1.92025 3.84688 0.14 0.40 0.45
H 0.75059 1.25540 5.32423 -0.60 -0.43 -0.23
H 2.82086 -0.27112 5.59528 -0.97 -0.10 0.07
H 3.70175 2.61790 5.22653 -0.20 -0.10 -0.36
H 4.34619 1.26039 6.15433 0.04 0.16 0.07
H 2.73538 1.90621 6.53228 0.26 0.27 0.17
H 3.66468 0.85225 3.09159 -0.11 -0.15 -0.25
H 3.05507 -0.67488 3.33442 -0.11 0.13 -0.25
C -4.89688 0.37941 3.43346 -0.27 0.81 -0.08
O -4.99317 1.56984 2.66078 0.12 -0.58 -0.21
C -3.92225 1.78796 1.76861 -0.50 1.93 0.24
C -4.24205 3.08075 0.99275 0.91 -0.74 -0.93
C -5.45585 2.87081 0.09973 -0.88 0.54 -0.03
N -3.06398 3.44752 0.16845 -0.39 0.19 0.84
H -4.90841 -0.51055 2.80447 -0.11 -0.12 -0.02
H -5.76967 0.45487 4.07694 -0.05 -0.52 0.07
H -4.00980 0.35743 4.07290 0.20 0.10 -0.08
H -3.04594 2.05695 2.36905 0.48 -0.66 -0.24
H -3.78856 1.01444 1.01244 0.15 -0.51 0.41
H -4.35470 3.88833 1.71823 -0.49 -0.05 -0.03
H -6.34765 2.79524 0.72769 -0.08 -0.33 -0.28
H -5.37768 2.03860 -0.60734 0.24 -0.52 0.62
H -5.64711 3.67328 -0.62437 0.23 0.49 0.51
H -2.63365 2.64401 -0.28530 -0.17 0.07 -0.23
H -3.46023 4.09899 -0.49456 0.62 -0.02 -0.47
C 1.66331 -4.60950 0.83614 0.12 1.39 0.00
O 1.26313 -5.54872 -0.12712 0.27 -0.23 0.64
C 1.06011 -6.83113 0.45140 -0.60 -0.61 -1.04
C 2.18703 -7.80258 0.09277 0.61 0.24 0.26
C 2.35577 -8.04590 -1.39073 0.17 0.02 -0.59
N 1.99236 -9.03816 0.84633 -0.37 -0.29 0.15
H 1.80138 -3.63974 0.34613 -0.23 -0.16 -0.24
H 2.63250 -4.75893 1.32764 -0.10 -0.71 -0.04
H 0.89353 -4.45021 1.60069 0.04 -0.23 0.07
H 0.86084 -6.80757 1.52376 0.40 0.19 0.11
H 0.13229 -7.21640 0.00667 0.01 -0.03 -0.06
H 3.11363 -7.30423 0.40060 0.02 -0.26 0.41
H 3.17811 -8.73936 -1.58617 0.00 -0.09 0.27
H 2.64368 -7.13638 -1.92291 -0.41 0.07 -0.02
H 1.46828 -8.50491 -1.83746 -0.11 0.24 -0.03
H 2.77059 -9.68404 0.77860 0.27 0.34 -0.03
H 1.23006 -9.56184 0.42019 -0.13 0.15 0.12
C 7.08261 4.60818 -5.32812 0.38 -0.40 0.49
O 6.69811 5.00923 -4.02002 -0.96 -0.63 -0.62
C 5.27470 4.93056 -3.89570 0.19 1.26 0.56
C 4.89603 5.58891 -2.57621 -0.58 1.11 0.36
C 3.41301 5.97140 -2.49490 -0.71 -0.96 0.12
N 5.61560 6.85103 -2.30415 0.36 -0.61 -0.45
H 6.78521 5.31230 -6.10973 0.00 0.22 0.15
H 6.64589 3.63566 -5.57565 0.02 -0.05 -0.01
H 8.16552 4.49780 -5.28857 -0.02 0.09 -0.26
H 4.81922 5.52149 -4.69813 -0.08 -0.22 -0.28
H 4.86572 3.91814 -3.86473 0.31 -0.26 -0.45
H 5.10327 4.84984 -1.79591 0.14 0.28 0.20
H 3.08859 6.84467 -3.06426 0.55 0.04 -0.28
H 3.10440 6.18204 -1.47049 0.26 -0.02 0.11
H 2.76670 5.15102 -2.82931 0.08 -0.05 -0.02
H 6.57985 6.70618 -2.59485 0.08 0.07 0.26
H 5.26661 7.52517 -2.98277 -0.06 0.10 0.17
C -2.25800 -3.02867 0.73820 0.76 -0.50 0.37
O -2.71074 -1.78987 0.26811 0.41 -0.12 0.08
C -2.50009 -1.59679 -1.13785 -1.44 0.36 0.89
C -2.72141 -0.08706 -1.30610 1.65 -0.28 -0.48
N -1.69569 0.68715 -0.57661 -0.94 0.04 -0.21
C -0.34050 0.36564 -0.96869 -0.09 -0.39 0.27
C 0.64111 1.18073 -0.14699 0.12 -0.33 -0.06
O 1.93928 1.14927 -0.71247 0.51 -0.23 0.05
C 2.06981 2.06384 -1.76253 -1.32 0.96 -0.87
H -1.17924 -3.18134 0.58175 -0.07 0.05 -0.68
H -2.81836 -3.85928 0.30114 0.03 -0.07 0.01
H -2.28206 -3.09849 1.82869 -0.76 0.35 -0.02
H -3.26890 -2.16196 -1.67710 0.02 -0.02 -0.16
H -1.52717 -1.97873 -1.44779 0.15 0.23 0.00
H -3.70783 0.21181 -0.96231 -0.11 -0.16 0.04
H -2.62039 0.17483 -2.36006 -0.24 0.07 0.00
H -1.84118 0.50752 0.41190 0.28 -0.06 0.03
H -0.24385 0.46545 -2.05251 0.06 0.30 0.05
H -0.06751 -0.67092 -0.72150 -0.09 -0.11 -0.31
H 0.68204 0.63495 0.79714 0.42 0.38 0.24
H 0.29795 2.19908 0.06013 -0.02 0.08 -0.28
H 2.94095 1.97853 -2.41046 0.51 -0.42 0.79
H 1.96112 3.09254 -1.39438 0.40 0.01 0.07
H 1.24993 1.97641 -2.49452 -0.14 -0.20 0.17
C 4.27029 6.05807 5.35962 1.79 0.45 1.31
O 3.92563 6.60209 4.13011 -0.83 -0.06 -0.35
C 4.34835 5.79627 3.03733 -0.13 -0.31 0.51
C 3.55922 6.13415 1.79906 -1.05 0.77 -0.25
N 2.12684 5.86819 1.99079 -0.64 -1.17 0.30
C 1.72702 4.53110 1.54560 -0.32 0.24 -0.03
C 0.40600 4.10868 2.18532 0.54 -0.09 -0.05
O 0.46202 4.41345 3.57136 -0.22 0.31 0.42
C -0.68225 3.97870 4.21595 -2.00 -0.51 1.86
H 5.36514 6.12033 5.50521 0.05 -0.28 -0.29
H 4.01708 5.01864 5.58967 -0.51 -0.04 -0.59
H 3.94600 6.67880 6.19726 -0.69 0.12 -0.39
H 4.06788 4.75942 3.27348 0.33 -0.15 0.02
H 5.43770 5.87038 2.96439 0.02 -0.04 -0.36
H 3.88937 5.56082 0.93051 0.25 -0.08 0.13
H 3.56294 7.18233 1.48865 0.81 0.06 0.31
H 1.85638 5.85149 2.97185 0.49 0.72 0.04
H 2.46375 3.74935 1.78692 0.19 0.09 -0.24
H 1.54585 4.60699 0.46837 0.26 -0.51 -0.05
H 0.31643 3.01624 2.14856 -0.24 0.10 -0.56
H -0.42561 4.60077 1.67048 -0.19 -0.09 0.32
H -0.75243 4.06011 5.31059 1.58 0.47 0.09
H -0.90792 2.90921 4.14842 0.23 -0.10 -0.84
H -1.62578 4.51896 4.05799 0.22 0.18 -1.28

[2]
150
Properties=species:S:1:pos:R:3:forces:R:3 method="wB97M-V/def2-TZVPD" de_lowest_kj_mol=0.0 smiles=COC[C@H](C)N.COC[C@H](C)N.COC[C@H](C)N.COC[C@H](C)N.COC[C@H](C)N.COC[C@H](C)N.COCCNCCOC.COCCNCCOC gap_ev=8.90 total_charge=0 homo_energy_ev=-8.31 lumo_energy_ev=0.592
C -3.95594 -25.69621 14.60733 0.57 -0.17 0.27
O -3.97661 -26.19492 13.29223 -0.50 0.26 -0.18
C -4.49585 -27.52005 13.21005 1.46 0.84 -0.08
C -4.22286 -28.01948 11.81186 -1.03 -0.40 -0.56
C -2.75627 -28.06144 11.42595 -0.26 -0.49 0.22
N -4.92587 -27.23584 10.78432 -0.10 0.39 0.04
H -4.82763 -26.01042 15.18953 -0.16 0.21 -0.12
H -3.87104 -24.61219 14.56263 -0.21 0.02 0.01
H -3.06697 -26.05969 15.14763 -0.10 -0.06 -0.08
H -3.88142 -28.09252 13.91717 -0.67 -0.47 0.18
H -5.57344 -27.51193 13.38894 0.01 -0.21 0.41
H -4.70480 -29.00597 11.78760 0.43 -0.15 -0.13
H -2.42516 -27.02592 11.36239 0.41 -0.19 0.03
H -2.64391 -28.57243 10.47088 -0.06 0.27 -0.19
H -2.17472 -28.65504 12.13465 0.10 0.36 0.20
H -5.93472 -27.30297 10.87202 0.03 -0.18 0.07
H -4.71790 -26.24847 10.92520 0.00 -0.22 0.09
C -0.13298 -23.46176 6.92443 -1.12 -0.48 -0.36
O -1.39098 -23.39890 7.59368 0.36 0.76 0.27
C -2.04187 -24.63102 7.51764 0.14 -0.25 -0.53
C -3.30813 -24.68300 8.34264 0.09 -0.91 0.26
C -2.96915 -24.52665 9.81942 -0.50 0.62 0.38
N -3.94724 -25.97344 8.04602 -0.04 -0.14 -0.26
H 0.35510 -24.36504 7.29282 0.61 0.28 -0.15
H 0.42256 -22.54660 7.06732 0.08 0.00 0.40
H -0.30038 -23.56347 5.84026 0.06 -0.15 0.07
H -2.22901 -24.84537 6.45231 -0.26 -0.19 0.11
H -1.38784 -25.44018 7.89261 0.05 0.07 -0.05
H -3.99397 -23.88565 8.04703 0.09 0.13 0.05
H -2.19949 -25.19316 10.21695 0.26 0.08 -0.49
H -3.82964 -24.71847 10.47101 -0.07 0.28 -0.28
H -2.69655 -23.47810 9.97113 0.27 -0.15 0.25
H -4.23737 -26.48381 8.87307 -0.09 0.14 0.11
H -3.31303 -26.59992 7.56443 0.06 0.10 -0.10
C 2.12584 -19.58639 14.91409 -0.67 0.13 0.62
O 0.84773 -19.90689 14.39087 0.40 -0.14 0.32
C 0.89897 -20.14398 13.00416 0.16 0.81 -0.46
C -0.37971 -20.79878 12.57773 -1.17 -0.63 -0.56
C -0.56064 -22.22868 13.12015 0.56 0.77 0.04
N -0.49443 -20.75418 11.10599 0.88 -0.21 0.16
H 1.99477 -19.07031 15.86986 -0.22 0.06 -0.14
H 2.63863 -18.89484 14.24274 0.37 -0.26 -0.03
H 2.66714 -20.50192 15.17239 0.37 0.07 -0.53
H 0.98700 -19.18051 12.47375 -0.08 -0.04 0.05
H 1.79353 -20.70212 12.68998 -0.13 -0.37 0.28
H -1.20777 -20.20838 12.98771 0.14 0.14 0.02
H 0.34468 -22.81152 12.92585 -0.09 -0.12 -0.01
H -1.39972 -22.67507 12.58965 -0.12 -0.23 0.27
H -0.72376 -22.16347 14.19714 -0.12 -0.35 -0.02
H -1.29265 -21.30472 10.80583 -0.14 0.14 0.11
H 0.32386 -21.28794 10.76436 -0.49 0.39 -0.01
C 1.22581 -26.56628 8.96397 0.92 1.03 1.14
O 2.55195 -26.95490 9.29749 -0.01 -0.81 -1.01
C 3.12386 -26.37044 10.41622 0.37 0.34 0.68
C 2.35870 -26.60673 11.71991 0.29 0.17 0.28
C 3.10955 -25.97907 12.87539 0.38 0.40 0.98
N 2.14371 -28.03463 11.99131 -0.57 -0.03 -0.50
H 0.99219 -26.99036 7.99494 -0.27 -0.19 0.07
H 1.19773 -25.46526 8.92122 -0.13 -0.10 -0.28
H 0.56670 -26.83414 9.79614 -0.44 -0.35 -0.48
H 4.10861 -26.83122 10.56079 -0.04 -0.13 -0.23
H 3.34274 -25.30083 10.25161 -0.37 0.07 0.04
H 1.39192 -26.09683 11.67488 -0.12 -0.24 -0.03
H 4.08794 -26.43424 13.06628 0.03 0.02 -0.43
H 2.60649 -26.09040 13.84043 -0.37 -0.22 -0.29
H 3.24274 -24.89591 12.77786 0.11 -0.11 -0.33
H 1.36471 -28.34183 11.41308 -0.05 -0.04 0.19
H 2.91087 -28.59480 11.62750 0.23 0.23 0.17
C 3.82851 -24.32450 7.14773 0.11 -0.69 -0.79
O 2.84965 -23.48972 7.71130 0.06 -0.01 -0.09
C 3.43187 -22.31422 8.22764 -0.07 0.04 0.52
C 2.41935 -21.50093 9.00967 -0.14 0.14 0.13
C 3.03241 -20.17040 9.42925 -0.42 -0.21 -0.06
N 1.90245 -22.22182 10.19205 0.65 -0.58 -0.64
H 3.36946 -25.15852 6.61032 -0.42 0.04 0.38
H 4.48930 -24.76749 7.89966 0.10 0.24 0.05
H 4.40433 -23.83410 6.35015 0.16 0.34 0.40
H 4.20392 -22.58532 8.96876 0.26 0.03 -0.32
H 3.86797 -21.71082 7.42272 0.11 -0.07 0.00
H 1.54717 -21.28800 8.38676 0.04 0.00 -0.06
H 3.97334 -20.30213 9.96717 -0.01 -0.02 0.06
H 2.30121 -19.67887 10.07129 0.17 0.20 0.03
H 3.21109 -19.55465 8.54851 0.07 0.09 0.06
H 2.70162 -22.49391 10.76643 -0.08 0.13 0.09
H 1.55227 -23.11042 9.82972 -0.14 0.05 0.20
C 0.88794 -26.45804 4.61946 1.27 -0.62 -0.34
O -0.17662 -27.10812 5.23827 -0.22 0.36 0.75
C -0.71535 -28.20409 4.52307 0.51 0.76 -0.49
C -2.07109 -28.49084 5.10234 -0.75 -0.90 0.90
C -1.93820 -28.89644 6.58537 0.48 0.70 -0.32
N -2.75152 -29.53935 4.30960 -0.30 0.04 0.46
H 1.38824 -25.77680 5.30831 -0.57 0.28 0.14
H 0.61298 -25.94501 3.69166 -0.15 0.06 0.10
H 1.70423 -27.16827 4.38177 -0.32 -0.04 -0.20
H -0.77169 -27.91441 3.46574 -0.25 -0.28 0.00
H -0.03228 -29.06273 4.60770 -0.16 -0.10 -0.02
H -2.68843 -27.58939 5.10399 0.11 0.08 -0.49
H -2.88187 -29.16481 7.05881 -0.08 -0.22 -0.24
H -1.55571 -28.03049 7.13553 0.20 -0.21 0.09
H -1.20408 -29.70436 6.63918 -0.15 -0.10 0.32
H -3.73153 -29.51317 4.58694 -0.02 0.20 -0.33
H -2.48677 -30.45198 4.68011 0.39 0.08 -0.21
C -2.91149 -20.11920 2.25787 0.04 -0.23 0.28
O -2.29283 -21.13907 3.01875 -0.20 -0.03 -0.26
C -2.42416 -20.97248 4.42029 0.70 0.59 -0.22
C -3.84322 -20.76500 4.92237 0.03 -0.21 -0.16
N -4.79300 -21.79466 4.54039 0.02 0.30 0.11
C -4.43229 -23.12562 4.98294 -0.08 -0.25 -0.50
C -5.57412 -24.07665 4.67235 -0.39 0.50 -0.37
O -5.47032 -24.32054 3.26722 0.44 -0.50 0.16
C -6.24043 -25.42123 2.82876 0.04 0.94 -0.27
H -3.99322 -20.27975 2.21779 -0.04 0.21 -0.08
H -2.51361 -20.16510 1.24723 0.04 -0.05 -0.01
H -2.70377 -19.13069 2.68324 -0.03 0.04 -0.05
H -1.82552 -20.09157 4.71719 -0.09 -0.08 0.08
H -1.92106 -21.84528 4.83486 -0.26 -0.08 0.22
H -4.22468 -19.80236 4.57835 0.01 0.02 -0.06
H -3.78364 -20.68231 6.01235 -0.11 -0.15 0.03
H -4.93226 -21.79938 3.53800 0.03 0.00 -0.02
H -4.11882 -23.03555 6.02267 -0.29 -0.38 0.14
H -3.61496 -23.58728 4.40504 0.34 0.33 0.23
H -6.54271 -23.57396 4.77399 0.01 -0.10 0.71
H -5.52837 -24.99610 5.26503 0.04 -0.06 -0.11
H -7.30571 -25.16307 2.87428 -0.07 -0.34 0.23
H -5.99739 -26.31224 3.40879 -0.17 -0.17 -0.07
H -5.99121 -25.53720 1.77522 0.04 -0.33 0.04
C -4.58305 -22.13171 12.48396 1.16 -0.39 0.08
O -5.82302 -21.60849 12.84798 -0.03 0.29 -0.40
C -6.00189 -21.53137 14.22690 0.18 -0.25 1.27
C -7.29542 -20.83682 14.56322 -0.01 0.63 -0.32
N -7.26521 -19.41908 14.23217 0.18 -0.36 0.76
C -8.52394 -18.75786 14.42464 0.36 1.28 0.07
C -8.30737 -17.25267 14.40493 -0.50 0.19 -0.43
O -7.82943 -16.89702 13.11842 0.00 -0.22 0.08
C -7.81068 -15.51227 12.90599 0.13 0.19 0.12
H -3.69970 -21.55063 12.80336 -0.44 0.33 0.34
H -4.47007 -22.16787 11.40182 -0.51 -0.19 -0.05
H -4.42583 -23.12945 12.92242 -0.17 -0.05 -0.28
H -5.16509 -21.02526 14.73753 -0.05 0.33 -0.38
H -6.00204 -22.51833 14.72850 -0.16 -0.15 -0.51
H -7.43741 -20.89537 15.64727 -0.05 -0.20 -0.02
H -8.14843 -21.34000 14.08191 0.13 -0.18 -0.01
H -6.78837 -19.15870 13.38395 -0.21 -0.25 -0.24
H -8.90890 -18.93946 15.43279 -0.08 -0.50 -0.12
H -9.28422 -18.98582 13.66592 -0.12 -0.25 0.11
H -7.62051 -16.93613 15.19912 0.19 -0.09 -0.12
H -9.26313 -16.72943 14.57707 0.03 -0.14 0.03
H -8.80836 -15.07029 13.02517 0.01 -0.04 0.04
H -7.47192 -15.32797 11.88892 0.04 -0.05 -0.01
H -7.12086 -15.02337 13.60615 -0.05 0.08 -0.05